{
  "formula": "C4H12",
  "method": "the ωB97M-V functional and the def2-TZVPD basis",
  "species": ["C", "C", "H", "H", "H", "H", "H", "H", "C", "C", "H", "H", "H", "H", "H", "H"],
  "coordinates": [[0.995, 1.857, 0.608], [0.260, 1.563, 1.909], [2.067, 1.737, 0.741], [0.627, 1.239, -0.202], [0.884, 2.911, 0.336], [0.228, 0.494, 2.134], [-0.768, 1.922, 1.911], [0.762, 2.029, 2.752], [-0.403, -1.653, -0.536], [-0.840, -1.773, -2.003], [-0.776, -0.726, -0.094], [-0.825, -2.470, 0.051], [0.669, -1.745, -0.400], [-1.453, -2.663, -2.179], [-0.009, -1.814, -2.710], [-1.420, -0.908, -2.319]],
  "atomic_forces_ev_per_a": [[-0.03, 0.62, 0.36], [-0.01, -0.24, 0.19], [0.10, -0.39, -0.14], [0.11, -0.06, -0.21], [-0.20, -0.13, -0.09], [0.03, 0.02, -0.12], [-0.05, 0.02, -0.13], [0.06, 0.17, 0.13], [-0.41, -0.30, 0.02], [0.02, 0.01, -0.32], [0.29, -0.09, 0.02], [-0.10, 0.03, 0.04], [0.18, 0.29, -0.06], [0.09, 0.15, 0.03], [0.09, -0.11, 0.20], [-0.17, 0.01, 0.07]],
  "molar_mass_g_mol": 60.14,
  "max_force_ev_per_a": 0.72,
  "total_energy_ev": -4342.375,
  "smiles": "CC.CC",
  "de_lowest_kcal_mol": 3.55
}


{
  "formula": "C4H12",
  "method": "the ωB97M-V functional and the def2-TZVPD basis",
  "species": ["C", "C", "H", "H", "H", "H", "H", "H", "C", "C", "H", "H", "H", "H", "H", "H"],
  "coordinates": [[0.164, 1.271, 2.639], [0.110, 0.035, 1.770], [-0.812, 1.600, 2.997], [0.872, 1.173, 3.458], [0.550, 2.122, 2.075], [1.041, -0.540, 1.718], [-0.216, 0.226, 0.752], [-0.645, -0.697, 2.093], [-0.868, -0.820, -2.246], [0.609, -0.484, -2.127], [-1.439, -0.007, -2.701], [-1.048, -1.772, -2.754], [-1.302, -0.964, -1.248], [1.201, -1.301, -1.717], [0.745, 0.451, -1.589], [1.038, -0.295, -3.122]],
  "atomic_forces_ev_per_a": [[0.38, 0.66, -0.32], [-0.63, -1.16, -0.19], [0.03, -0.26, 0.16], [-0.25, -0.21, 0.34], [0.03, 0.00, -0.17], [0.03, 0.39, 0.01], [0.21, 0.38, -0.21], [0.18, 0.20, 0.38], [-0.30, -0.33, 0.76], [0.12, 0.26, -1.05], [0.09, -0.19, -0.21], [0.05, 0.30, -0.26], [0.07, 0.09, -0.07], [-0.07, 0.11, 0.37], [0.16, -0.16, 0.35], [-0.12, -0.07, 0.11]],
  "molar_mass_g_mol": 60.14,
  "max_force_ev_per_a": 1.33,
  "total_energy_ev": -4342.376,
  "smiles": "CC.CC",
  "de_lowest_kcal_mol": 3.52
}


{
  "formula": "C4H12",
  "method": "the ωB97M-V functional and the def2-TZVPD basis",
  "species": ["C", "C", "H", "H", "H", "H", "H", "H", "C", "C", "H", "H", "H", "H", "H", "H"],
  "coordinates": [[0.594, 1.281, 1.695], [2.065, 0.914, 1.450], [-0.095, 0.804, 1.011], [0.236, 1.110, 2.714], [0.455, 2.361, 1.601], [2.553, 1.845, 1.165], [2.114, 0.373, 0.544], [2.563, 0.305, 2.193], [-0.645, -1.387, -1.258], [-1.993, -0.907, -1.819], [0.123, -0.944, -1.901], [-0.392, -0.926, -0.302], [-0.583, -2.465, -1.176], [-2.232, 0.111, -1.550], [-2.006, -0.876, -2.906], [-2.757, -1.599, -1.463]],
  "atomic_forces_ev_per_a": [[-0.13, 0.53, 0.87], [-0.79, 0.83, -0.38], [-0.10, -0.16, -0.09], [0.16, -0.41, -0.04], [0.01, -0.04, -0.31], [0.69, -0.11, 0.68], [0.08, -0.97, -1.06], [0.08, 0.37, 0.35], [0.25, 1.47, -0.47], [0.15, -0.58, 0.24], [0.24, -0.68, -0.10], [-0.44, -0.31, 0.27], [0.21, -0.05, -0.17], [-0.10, 0.23, 0.50], [0.06, -0.45, -0.14], [-0.36, 0.34, -0.14]],
  "molar_mass_g_mol": 60.14,
  "max_force_ev_per_a": 1.57,
  "total_energy_ev": -4342.076,
  "smiles": "CC.CC",
  "de_lowest_kcal_mol": 10.43
}


{
  "formula": "C4H12",
  "method": "the ωB97M-V functional and the def2-TZVPD basis",
  "species": ["C", "C", "H", "H", "H", "H", "H", "H", "C", "C", "H", "H", "H", "H", "H", "H"],
  "coordinates": [[-0.910, -1.258, -0.356], [-1.467, -2.635, -0.338], [-0.645, -0.878, -1.370], [-1.810, -0.653, 0.041], [0.038, -1.138, 0.121], [-2.518, -2.617, -0.665], [-1.745, -2.914, 0.782], [-1.075, -3.451, -0.856], [1.727, 1.748, 0.862], [0.701, 2.093, -0.168], [2.668, 1.344, 0.539], [2.146, 2.616, 1.444], [1.341, 0.907, 1.449], [-0.284, 2.314, 0.158], [0.755, 1.525, -1.232], [0.828, 3.257, -0.414]],
  "atomic_forces_ev_per_a": [[-1.28, 1.44, -1.28], [-3.26, -0.36, 3.19], [-0.72, -0.33, 0.34], [2.12, -0.17, -0.33], [0.26, 0.15, 1.16], [0.22, 0.26, -0.52], [1.26, 0.13, -1.98], [1.41, -1.11, -0.59], [0.62, -0.40, 1.22], [1.22, 3.24, -3.90], [0.31, -0.28, -1.18], [-1.26, -0.77, -0.04], [0.08, 0.53, 0.69], [-1.21, -1.29, 0.69], [-0.31, 1.19, 2.78], [0.54, -2.23, -0.27]],
  "molar_mass_g_mol": 60.14,
  "max_force_ev_per_a": 5.21,
  "total_energy_ev": -4340.932,
  "smiles": "CC.CC",
  "de_lowest_kcal_mol": 36.80
}


{
  "formula": "C4H12",
  "method": "the ωB97M-V functional and the def2-TZVPD basis",
  "species": ["C", "C", "H", "H", "H", "H", "H", "H", "C", "C", "H", "H", "H", "H", "H", "H"],
  "coordinates": [[2.003, -0.796, 1.841], [2.646, -1.783, 0.857], [0.964, -1.066, 2.042], [2.039, 0.201, 1.402], [2.439, -0.816, 2.839], [3.605, -1.407, 0.507], [2.787, -2.725, 1.389], [2.021, -1.965, -0.015], [-2.752, 1.495, -0.728], [-1.938, 1.110, -1.980], [-3.661, 1.992, -1.052], [-2.106, 2.116, -0.111], [-2.949, 0.598, -0.147], [-2.526, 0.558, -2.712], [-1.495, 1.964, -2.491], [-1.077, 0.524, -1.641]],
  "atomic_forces_ev_per_a": [[-0.41, -0.24, -0.38], [-0.11, 0.02, 0.76], [-0.10, 0.10, -0.31], [-0.12, 0.16, 0.36], [0.52, 0.20, -0.16], [0.13, -0.12, 0.04], [0.18, -0.15, -0.32], [-0.09, 0.04, 0.00], [0.87, -0.29, -0.91], [0.36, -0.04, 0.52], [-0.16, 0.17, 0.48], [-0.34, 0.37, 0.14], [-0.40, -0.02, 0.00], [0.07, -0.17, 0.08], [-0.25, 0.23, 0.02], [-0.15, -0.25, -0.31]],
  "molar_mass_g_mol": 60.14,
  "max_force_ev_per_a": 1.30,
  "total_energy_ev": -4342.358,
  "smiles": "CC.CC",
  "de_lowest_kcal_mol": 3.93
}


{
  "formula": "C4H12",
  "method": "the ωB97M-V functional and the def2-TZVPD basis",
  "species": ["C", "C", "H", "H", "H", "H", "H", "H", "C", "C", "H", "H", "H", "H", "H", "H"],
  "coordinates": [[-0.793, -0.990, 1.791], [-0.129, 0.390, 2.046], [-1.254, -1.406, 2.687], [-1.544, -0.908, 1.012], [-0.042, -1.711, 1.460], [0.915, 0.344, 1.751], [-0.645, 1.158, 1.479], [-0.061, 0.587, 3.118], [0.284, 0.440, -1.191], [0.624, 0.194, -2.671], [1.035, -0.043, -0.559], [0.494, 1.492, -1.013], [-0.716, 0.078, -0.975], [1.637, 0.536, -2.867], [-0.139, 0.620, -3.323], [0.548, -0.870, -2.932]],
  "atomic_forces_ev_per_a": [[0.47, 0.23, 0.10], [0.19, -1.05, 0.34], [-0.09, 0.10, -0.04], [-0.14, -0.14, -0.03], [-0.14, -0.02, -0.03], [0.03, 0.21, -0.36], [0.11, 0.30, 0.31], [-0.45, 0.36, -0.12], [1.23, -0.11, -0.92], [-0.56, -0.92, 0.33], [-0.34, -0.38, -0.01], [-0.83, 0.27, 0.29], [-0.04, 0.38, 0.37], [-0.13, 0.13, -0.42], [0.33, 0.60, -0.07], [0.35, 0.05, 0.26]],
  "molar_mass_g_mol": 60.14,
  "max_force_ev_per_a": 1.54,
  "total_energy_ev": -4342.199,
  "smiles": "CC.CC",
  "de_lowest_kcal_mol": 7.60
}


{
  "formula": "C4H12",
  "method": "the ωB97M-V functional and the def2-TZVPD basis",
  "species": ["C", "C", "H", "H", "H", "H", "H", "H", "C", "C", "H", "H", "H", "H", "H", "H"],
  "coordinates": [[1.642, 0.083, 1.610], [1.712, -0.319, 0.121], [1.164, -0.643, 2.260], [2.673, 0.213, 1.955], [1.236, 1.075, 1.815], [0.889, -0.832, -0.349], [2.634, -0.901, 0.139], [2.049, 0.527, -0.480], [-1.755, -0.394, -0.288], [-1.616, 0.645, -1.435], [-1.207, -0.079, 0.593], [-2.771, -0.600, -0.024], [-1.230, -1.287, -0.633], [-2.563, 1.188, -1.479], [-0.846, 1.329, -1.180], [-1.553, 0.224, -2.435]],
  "atomic_forces_ev_per_a": [[0.16, 0.72, -0.10], [1.76, 0.52, 0.89], [-0.11, -0.12, -0.06], [-0.03, -0.30, 0.07], [-0.58, -0.13, -0.22], [-0.18, -0.08, 0.16], [-0.36, -0.81, -0.65], [-0.54, 0.22, -0.09], [1.33, 0.03, -1.13], [-1.93, -0.43, 0.77], [-0.12, 0.22, 0.21], [-0.53, -0.28, 0.05], [-0.41, -0.35, 0.30], [0.15, 0.41, 0.07], [0.81, 0.61, -0.33], [0.58, -0.22, 0.08]],
  "molar_mass_g_mol": 60.14,
  "max_force_ev_per_a": 2.12,
  "total_energy_ev": -4342.010,
  "smiles": "CC.CC",
  "de_lowest_kcal_mol": 11.96
}


{
  "formula": "C4H12",
  "method": "the ωB97M-V functional and the def2-TZVPD basis",
  "species": ["C", "C", "H", "H", "H", "H", "H", "H", "C", "C", "H", "H", "H", "H", "H", "H"],
  "coordinates": [[2.723, 0.441, -1.303], [1.721, -0.492, -0.633], [3.262, -0.161, -2.048], [2.313, 1.222, -1.944], [3.500, 0.872, -0.671], [1.184, -0.140, 0.230], [2.111, -1.506, -0.614], [0.897, -0.595, -1.357], [-2.561, 0.475, 1.533], [-1.805, -0.383, 0.513], [-2.546, 0.051, 2.534], [-2.382, 1.548, 1.555], [-3.631, 0.464, 1.284], [-2.484, -0.992, -0.050], [-1.140, -1.058, 1.056], [-1.160, 0.255, -0.085]],
  "atomic_forces_ev_per_a": [[0.82, -0.36, -0.68], [-0.87, 0.11, -1.95], [0.10, -0.01, 0.20], [-0.42, 0.24, 0.51], [-0.21, 0.01, 0.22], [0.47, 0.01, 0.79], [0.11, 0.05, 0.88], [0.06, -0.05, 0.02], [-1.68, -0.16, -0.12], [0.77, 0.63, 1.20], [0.34, 0.19, 0.13], [0.75, -0.11, 0.06], [0.05, -0.12, -0.03], [-0.16, -0.13, -0.60], [0.06, -0.07, -0.15], [-0.20, -0.23, -0.47]],
  "molar_mass_g_mol": 60.14,
  "max_force_ev_per_a": 2.14,
  "total_energy_ev": -4342.003,
  "smiles": "CC.CC",
  "de_lowest_kcal_mol": 12.10
}


{
  "formula": "C4H12",
  "method": "the ωB97M-V functional and the def2-TZVPD basis",
  "species": ["C", "C", "H", "H", "H", "H", "H", "H", "C", "C", "H", "H", "H", "H", "H", "H"],
  "coordinates": [[-1.554, -0.744, -1.529], [-2.664, -0.565, -0.470], [-2.030, -0.702, -2.500], [-0.791, 0.018, -1.399], [-0.990, -1.643, -1.289], [-2.338, -0.086, 0.457], [-2.985, -1.564, -0.181], [-3.508, 0.016, -0.836], [1.458, 0.546, 0.584], [2.736, 0.729, 1.368], [0.724, -0.186, 0.907], [0.988, 1.540, 0.563], [1.636, 0.379, -0.479], [2.610, 0.738, 2.454], [3.440, -0.107, 1.265], [3.268, 1.630, 1.085]],
  "atomic_forces_ev_per_a": [[-0.09, 0.58, 1.44], [0.34, -0.33, 0.20], [0.50, -0.33, -0.37], [-0.14, 0.49, -0.47], [-0.28, -0.39, -0.58], [0.23, 0.03, -0.15], [-0.50, 0.06, 0.02], [-0.06, -0.10, -0.08], [-0.32, 1.37, -0.73], [0.75, -1.22, 0.71], [0.22, -0.11, 0.37], [-0.41, -0.32, 0.20], [0.29, -0.33, 0.01], [-0.44, 0.38, -0.05], [-0.09, 0.07, -0.41], [-0.01, 0.16, -0.10]],
  "molar_mass_g_mol": 60.14,
  "max_force_ev_per_a": 1.60,
  "total_energy_ev": -4342.201,
  "smiles": "CC.CC",
  "de_lowest_kcal_mol": 7.55
}


{
  "formula": "C4H12",
  "method": "the ωB97M-V functional and the def2-TZVPD basis",
  "species": ["C", "C", "H", "H", "H", "H", "H", "H", "C", "C", "H", "H", "H", "H", "H", "H"],
  "coordinates": [[-1.503, -0.779, -0.986], [-0.432, -1.620, -1.639], [-1.465, -0.813, 0.151], [-1.251, 0.291, -1.037], [-2.436, -0.916, -1.442], [0.560, -1.051, -1.739], [-0.164, -2.399, -0.903], [-0.676, -2.013, -2.699], [1.650, 1.246, 1.729], [0.266, 1.101, 0.892], [2.038, 2.201, 1.412], [1.345, 1.363, 2.825], [2.376, 0.447, 1.333], [-0.447, 1.943, 1.358], [-0.276, 0.112, 0.947], [0.506, 1.149, -0.183]],
  "atomic_forces_ev_per_a": [[1.51, 1.80, 1.64], [1.98, -0.15, -0.63], [-0.80, -1.00, -1.56], [-0.30, -0.18, -0.78], [-1.54, -0.33, -0.06], [-1.40, -0.58, -0.02], [-0.19, -0.33, -0.96], [0.25, 0.43, 1.96], [-1.96, -0.94, -1.00], [-0.05, 0.58, 1.82], [0.35, 0.36, 0.03], [1.11, -0.87, -1.39], [-0.99, 1.01, 1.49], [1.35, -1.80, -1.73], [1.02, 1.21, 0.79], [-0.32, 0.78, 0.38]],
  "molar_mass_g_mol": 60.14,
  "max_force_ev_per_a": 2.87,
  "total_energy_ev": -4341.132,
  "smiles": "CC.CC",
  "de_lowest_kcal_mol": 32.20
}


{
  "formula": "C4H12",
  "method": "the ωB97M-V functional and the def2-TZVPD basis",
  "species": ["C", "C", "H", "H", "H", "H", "H", "H", "C", "C", "H", "H", "H", "H", "H", "H"],
  "coordinates": [[0.269, -0.634, 2.128], [0.839, -1.934, 1.566], [0.905, 0.221, 1.884], [-0.708, -0.355, 1.725], [0.111, -0.706, 3.206], [0.094, -2.715, 1.707], [1.654, -2.279, 2.193], [1.022, -1.874, 0.499], [-0.378, 0.819, -1.266], [-0.723, 1.758, -2.424], [-1.251, 0.278, -0.909], [0.414, 0.128, -1.538], [-0.077, 1.328, -0.353], [-0.717, 2.796, -2.098], [-1.638, 1.478, -2.933], [0.083, 1.792, -3.149]],
  "atomic_forces_ev_per_a": [[-0.19, 0.38, -0.13], [-1.20, -0.07, 0.67], [0.16, -0.07, 0.33], [0.01, -0.33, -0.22], [0.28, 0.11, -0.03], [-0.21, -0.14, -0.17], [0.63, 0.15, -0.46], [0.52, -0.03, 0.00], [-0.32, 0.06, 0.35], [0.82, 0.36, 0.25], [-0.09, -0.38, -0.33], [-0.06, -0.24, 0.07], [0.40, 0.36, -0.15], [-0.70, 0.07, 0.16], [-0.14, 0.18, -0.02], [0.10, -0.42, -0.33]],
  "molar_mass_g_mol": 60.14,
  "max_force_ev_per_a": 1.38,
  "total_energy_ev": -4342.247,
  "smiles": "CC.CC",
  "de_lowest_kcal_mol": 6.48
}


{
  "formula": "C4H12",
  "method": "the ωB97M-V functional and the def2-TZVPD basis",
  "species": ["C", "C", "H", "H", "H", "H", "H", "H", "C", "C", "H", "H", "H", "H", "H", "H"],
  "coordinates": [[-0.230, 0.469, -2.091], [-1.532, 1.276, -1.820], [0.119, 0.542, -3.116], [0.553, 0.989, -1.528], [-0.382, -0.465, -1.559], [-2.348, 0.614, -1.688], [-1.459, 1.690, -0.811], [-1.829, 2.005, -2.568], [0.390, -1.140, 2.417], [1.389, -0.596, 1.383], [0.894, -1.565, 3.287], [-0.302, -0.413, 2.833], [-0.094, -2.002, 1.952], [2.257, -1.234, 1.229], [1.680, 0.415, 1.668], [0.894, -0.585, 0.412]],
  "atomic_forces_ev_per_a": [[-0.36, 1.90, 1.21], [0.70, -0.23, 0.46], [-0.32, -0.96, -0.20], [0.12, -0.16, -0.07], [0.46, -0.57, -0.88], [-0.98, -0.85, -0.35], [0.08, 0.61, -0.27], [0.28, 0.26, 0.08], [0.85, -1.01, -0.01], [-0.71, 0.20, 0.19], [0.21, 0.12, 0.03], [-0.24, 0.07, -0.48], [-0.53, 0.25, 0.24], [0.11, 0.01, 0.38], [0.30, -0.04, -0.28], [0.01, 0.40, -0.05]],
  "molar_mass_g_mol": 60.14,
  "max_force_ev_per_a": 2.28,
  "total_energy_ev": -4342.011,
  "smiles": "CC.CC",
  "de_lowest_kcal_mol": 11.93
}


{
  "formula": "C4H12",
  "method": "the ωB97M-V functional and the def2-TZVPD basis",
  "species": ["C", "C", "H", "H", "H", "H", "H", "H", "C", "C", "H", "H", "H", "H", "H", "H"],
  "coordinates": [[1.891, -1.716, -0.876], [2.242, -0.793, 0.279], [1.330, -1.211, -1.667], [2.809, -2.110, -1.324], [1.301, -2.558, -0.523], [2.838, -1.342, 1.013], [1.370, -0.451, 0.833], [2.840, 0.067, -0.027], [-2.149, 1.930, -0.010], [-1.988, 0.562, 0.666], [-2.156, 2.732, 0.722], [-1.364, 2.098, -0.748], [-3.103, 1.975, -0.538], [-2.671, -0.204, 0.298], [-2.106, 0.623, 1.743], [-0.965, 0.166, 0.586]],
  "atomic_forces_ev_per_a": [[0.18, 0.12, -0.15], [0.26, -0.16, 0.37], [0.01, -0.01, 0.10], [-0.16, -0.02, -0.02], [-0.07, -0.10, -0.04], [0.09, 0.01, -0.02], [-0.14, 0.17, -0.17], [-0.16, -0.01, -0.06], [-0.29, -0.47, -0.19], [0.68, -0.22, 0.33], [0.19, 0.14, -0.02], [-0.04, 0.14, 0.09], [0.06, 0.08, 0.02], [0.05, 0.12, -0.07], [-0.42, 0.10, 0.18], [-0.23, 0.11, -0.35]],
  "molar_mass_g_mol": 60.14,
  "max_force_ev_per_a": 0.79,
  "total_energy_ev": -4342.386,
  "smiles": "CC.CC",
  "de_lowest_kcal_mol": 3.27
}